A 2-piece molecular cluster, H4S3 overall, computed with ωB97M-V with the def2-TZVPD basis set.

Last column: natural (NBO) charge in e.
Cartesian coordinates (Å):
S1 1.874 -0.500 -1.092  -0.136
S2 2.504 0.911 0.319  -0.129
H1 0.640 -0.643 -0.603  0.134
H2 3.525 0.160 0.750  0.130
S3 -2.282 -0.194 0.188  -0.295
H3 -2.966 0.468 1.126  0.149
H4 -3.293 -0.202 -0.688  0.147

Summary:
M: 100.233 g mol⁻¹
Kohn-Sham gap: 9.363 eV
DFT total energy: -1196.93472 Eh
energy above the lowest of the compared OMol25 structures with the same formula, charge and spin: 0.098 eV
structure (SMILES): SS.S

---

A 2-piece molecular cluster, H4SSi overall, computed with ωB97M-V with the def2-TZVPD basis set.

Last column: natural (NBO) charge in e.
Cartesian coordinates (Å):
Si1 -0.391 -0.539 -0.016  0.741
S1 1.544 0.106 -0.281  -0.318
H1 -0.056 -1.872 -0.587  -0.131
H2 -0.800 -0.404 1.299  -0.173
H3 -1.092 0.330 -0.834  -0.173
H4 0.795 2.379 0.419  0.054

Summary:
M: 64.185 g mol⁻¹
Kohn-Sham gap (alpha / beta): 8.612 / 7.350 eV
DFT total energy: -689.91921 Eh
energy above the lowest of the compared OMol25 structures with the same formula, charge and spin: 4.115 eV

---

A 27-piece molecular cluster, H54O27 overall, computed with ωB97M-V with the def2-TZVPD basis set.

Last column: Mulliken charge in e.
Cartesian coordinates (Å):
O1 -3.058 3.060 2.392  -0.632
H1 -2.482 3.619 1.869  0.317
H2 -2.805 2.146 2.197  0.295
O2 3.353 0.664 -3.446  -0.735
H3 2.457 1.054 -3.518  0.351
H4 3.152 -0.294 -3.361  0.371
O3 -3.260 -3.655 2.179  -0.614
H5 -3.071 -3.566 3.119  0.296
H6 -4.135 -3.264 2.061  0.306
O4 3.320 -3.193 1.879  -0.633
H7 3.620 -2.287 1.960  0.366
H8 3.339 -3.399 0.947  0.306
O5 -0.287 4.189 -2.624  -0.708
H9 -0.387 3.365 -3.116  0.270
H10 -0.487 4.942 -3.224  0.266
O6 -0.138 1.486 -2.481  -0.246
H11 -0.459 0.614 -2.214  0.288
H12 0.562 1.692 -1.838  0.141
O7 1.786 1.699 -0.299  -0.353
H13 2.099 2.112 0.541  0.264
H14 2.594 1.709 -0.852  0.155
O8 -5.929 0.423 -0.514  -0.678
H15 -4.979 0.752 -0.577  0.420
H16 -6.420 1.257 -0.585  0.322
O9 -0.492 1.403 3.739  -0.711
H17 -0.257 1.776 2.880  0.272
H18 0.184 0.742 3.890  0.397
O10 4.331 -0.312 2.377  -0.696
H19 4.520 -0.276 1.428  0.306
H20 3.518 0.177 2.486  0.313
O11 -2.727 0.088 3.284  -0.513
H21 -1.971 0.530 3.680  0.335
H22 -3.485 0.420 3.776  0.263
O12 -0.834 3.222 0.163  -0.503
H23 -0.763 3.602 -0.720  0.286
H24 -0.299 2.418 0.087  0.208
O13 -3.281 1.354 -0.846  -0.582
H25 -2.667 0.837 -1.383  0.275
H26 -2.814 2.146 -0.610  0.294
O14 -2.042 -1.432 0.840  -0.548
H27 -2.151 -2.326 1.183  0.190
H28 -2.667 -0.938 1.386  0.126
O15 -1.341 -0.880 -1.769  -0.545
H29 -1.764 -1.269 -1.001  0.314
H30 -1.391 -1.580 -2.440  0.260
O16 -5.367 -1.706 1.538  -0.565
H31 -5.543 -1.120 0.773  0.289
H32 -5.763 -1.266 2.299  0.284
O17 2.173 1.116 5.509  -0.617
H33 2.193 0.347 4.941  0.335
H34 2.954 1.050 6.068  0.311
O18 0.433 -0.276 1.144  -0.364
H35 -0.482 -0.570 0.966  0.370
H36 0.828 0.119 0.350  0.169
O19 3.668 -2.124 -2.711  -0.635
H37 3.273 -2.933 -2.355  0.320
H38 3.946 -2.362 -3.594  0.308
O20 -2.229 -5.480 -0.385  -0.608
H39 -2.305 -5.369 0.559  0.300
H40 -3.087 -5.857 -0.625  0.297
O21 -0.884 -3.224 -3.466  -0.622
H41 -1.624 -3.187 -4.076  0.288
H42 -0.113 -3.095 -4.020  0.313
O22 0.597 1.682 -5.021  -0.600
H43 -0.075 1.553 -4.321  0.306
H44 0.168 1.550 -5.884  0.270
O23 2.236 2.788 2.201  -0.706
H45 2.442 2.123 2.861  0.306
H46 1.581 3.336 2.662  0.297
O24 4.453 0.814 -0.888  -0.553
H47 4.052 0.670 -1.787  0.372
H48 5.285 1.284 -1.083  0.281
O25 2.789 3.813 -3.476  -0.585
H49 2.289 4.328 -4.111  0.292
H50 2.145 3.644 -2.789  0.281
O26 2.180 -4.211 -1.391  -0.666
H51 1.358 -3.879 -0.990  0.302
H52 2.010 -5.147 -1.518  0.309
O27 1.641 -0.798 3.437  -0.532
H53 1.651 -1.728 3.629  0.264
H54 1.132 -0.714 2.631  0.309

Summary:
M: 486.405 g mol⁻¹
Kohn-Sham gap: 10.619 eV
DFT total energy: -2063.97252 Eh
energy above the lowest of the compared OMol25 structures with the same formula, charge and spin: 1.159 eV

---

A 27-piece molecular cluster, H54O27 overall, computed with ωB97M-V with the def2-TZVPD basis set.

Last column: Mulliken charge in e.
Cartesian coordinates (Å):
O1 0.223 -2.065 12.000  0.462
H1 -0.100 -1.170 11.897  0.082
H2 1.091 -2.055 11.596  -0.097
O2 0.230 -2.798 9.066  -0.563
H3 -0.073 -3.560 9.560  0.267
H4 1.088 -3.056 8.729  0.162
O3 -0.161 0.283 12.820  -0.162
H5 0.661 0.713 12.584  -0.013
H6 -0.298 0.515 13.738  0.257
O4 2.889 0.337 13.262  -0.581
H7 2.546 -0.557 13.277  0.087
H8 3.688 0.296 13.788  0.339
O5 0.181 -4.022 15.657  -0.622
H9 -0.239 -4.857 15.865  0.337
H10 -0.531 -3.469 15.334  0.398
O6 -5.178 0.548 10.037  -0.619
H11 -6.100 0.380 10.236  0.263
H12 -4.706 -0.162 10.470  0.404
O7 -1.389 0.810 15.377  -0.635
H13 -1.470 1.763 15.402  0.223
H14 -1.890 0.506 16.134  0.274
O8 0.381 -0.089 9.012  -0.578
H15 -0.072 -0.915 9.180  0.317
H16 0.771 -0.202 8.145  0.164
O9 2.716 -4.360 8.955  -0.521
H17 3.614 -4.208 9.250  0.178
H18 2.738 -5.230 8.556  0.249
O10 3.768 -2.384 13.196  -0.514
H19 3.520 -2.075 12.324  0.370
H20 4.227 -3.208 13.037  0.287
O11 1.269 4.030 9.919  -0.698
H21 1.030 3.103 9.928  0.372
H22 1.676 4.164 9.063  0.288
O12 3.197 -1.065 16.173  -0.606
H23 3.964 -1.395 16.640  0.302
H24 2.987 -1.752 15.540  0.277
O13 5.147 -4.700 11.839  -0.649
H25 5.209 -4.188 11.032  0.240
H26 5.812 -5.381 11.742  0.291
O14 -3.675 -4.091 14.485  -0.628
H27 -3.165 -3.304 14.674  0.333
H28 -4.392 -4.072 15.120  0.305
O15 -1.318 -2.073 14.512  -0.578
H29 -1.034 -1.783 13.645  0.205
H30 -1.646 -1.280 14.935  0.214
O16 -1.330 2.013 9.012  -0.675
H31 -1.937 2.101 9.747  0.354
H32 -0.671 1.390 9.318  0.314
O17 -4.200 -1.430 11.995  -0.570
H33 -3.993 -2.328 11.738  0.333
H34 -4.875 -1.523 12.668  0.244
O18 1.594 3.237 12.469  -0.685
H35 1.560 3.732 11.650  0.425
H36 2.170 2.497 12.279  0.266
O19 2.159 1.226 10.820  -0.618
H37 2.493 0.747 11.579  0.371
H38 1.643 0.580 10.338  0.248
O20 0.899 -5.027 13.011  -0.855
H39 0.551 -4.185 12.718  0.251
H40 1.195 -4.866 13.906  0.343
O21 2.923 -1.979 10.767  -0.375
H41 3.151 -1.340 10.092  0.291
H42 2.706 -2.774 10.280  0.051
O22 3.350 -0.627 8.408  -0.506
H43 3.319 -1.205 7.646  0.253
H44 4.048 -0.004 8.209  0.233
O23 3.102 -6.480 12.276  -0.693
H45 3.809 -5.845 12.170  0.391
H46 2.371 -5.970 12.626  0.449
O24 -4.242 2.122 13.738  -0.643
H47 -3.558 1.758 13.176  0.391
H48 -3.822 2.226 14.592  0.259
O25 -0.191 -5.188 10.496  -0.620
H49 -0.035 -6.100 10.252  0.262
H50 -0.035 -5.161 11.440  0.414
O26 -2.636 0.777 11.999  -0.583
H51 -1.788 0.410 12.246  0.427
H52 -3.194 0.013 11.850  0.454
O27 -3.636 -4.290 11.292  -0.692
H53 -3.697 -4.226 12.245  0.295
H54 -2.871 -4.843 11.137  0.313

Summary:
M: 486.405 g mol⁻¹
Kohn-Sham gap: 8.945 eV
DFT total energy: -2063.89985 Eh
energy above the lowest of the compared OMol25 structures with the same formula, charge and spin: 3.137 eV